1.
Formula: C44H58F30O23
Source: OMol25
Level of theory: ωB97M-V/def2-TZVPD

```
155
C44H58F30O23 ωB97M-V/def2-TZVPD
C -3.6262 4.0500 -1.1425
C -3.3386 5.1324 -2.1835
O -2.3731 6.1165 -1.8425
C -1.1338 5.7197 -1.9286
O -0.7662 4.6409 -2.1951
O -0.3632 6.7480 -1.6155
C 0.9144 6.8285 -2.3204
H -2.8996 3.9391 -0.3339
H -3.8380 3.1061 -1.6306
H -4.4763 4.3748 -0.5319
H -4.3263 5.5529 -2.3883
H -3.0767 4.7826 -3.1873
H 0.7506 7.0063 -3.3892
H 1.5359 5.9357 -2.2081
H 1.3945 7.6889 -1.8519
C -1.7647 3.6185 2.6654
C -3.1486 3.2828 3.2373
O -3.3720 1.8822 2.9255
C -4.6237 1.5497 2.7763
O -5.5319 2.2529 2.9687
C -4.8369 0.1117 2.2723
F -6.0263 -0.0464 1.7938
F -3.9709 -0.1296 1.2858
F -4.6046 -0.7436 3.2539
H -1.3672 2.9143 1.9443
H -1.0304 3.7588 3.4617
H -1.8100 4.5753 2.1405
H -3.9157 3.8994 2.7754
H -3.1715 3.4757 4.3091
C -1.6416 -1.0926 -4.7760
C -2.5932 -1.9565 -5.5443
O -2.0649 -2.2601 -6.8432
C -2.7687 -2.9181 -7.7252
O -3.9165 -3.1673 -7.6565
C -1.9503 -3.1845 -9.0072
F -0.8737 -2.3775 -9.0889
F -1.5042 -4.4521 -8.9907
F -2.6942 -2.9972 -10.0702
H -1.3143 -0.1575 -5.2357
H -0.7269 -1.6857 -4.6466
H -1.9615 -0.8170 -3.7747
H -3.5534 -1.4494 -5.6896
H -2.8376 -2.8654 -4.9904
C -0.4293 -3.3537 1.7374
C -1.7639 -3.8970 2.1923
O -1.5998 -4.9764 3.1123
C -1.2333 -4.7045 4.3015
O -1.0672 -3.6598 4.7710
C -1.0372 -5.9413 5.1759
F -1.2672 -7.0922 4.5624
F 0.2019 -5.9047 5.6847
F -1.8766 -5.8585 6.2275
H -0.5534 -2.5514 1.0034
H 0.2956 -4.0503 1.3383
H -0.0412 -2.7126 2.5362
H -2.4001 -4.0808 1.3222
H -2.3461 -3.1125 2.6950
C 2.5788 1.9269 0.9892
C 1.0951 1.8330 1.3490
O 0.4431 1.1547 0.2402
C -0.4940 0.2785 0.4552
O -0.8458 -0.1432 1.4830
C -1.1969 -0.1849 -0.8482
F -1.9220 0.8446 -1.3262
F -0.3535 -0.5948 -1.7829
F -1.9913 -1.1816 -0.5658
H 2.6593 2.6091 0.1453
H 3.0026 0.9651 0.7266
H 3.0933 2.2769 1.8835
H 0.6594 2.8041 1.5373
H 1.0209 1.1667 2.2093
C 1.5013 -2.9790 -5.9707
C 0.2803 -3.7250 -5.4670
O 0.5904 -4.1882 -4.1415
C -0.1321 -3.8362 -3.1388
O -1.1917 -3.3739 -3.2204
C 0.5581 -4.0457 -1.7982
F 0.6117 -2.9336 -1.1402
F -0.1235 -4.9254 -1.0715
F 1.7807 -4.5491 -1.9314
H 1.4644 -2.8430 -7.0489
H 2.3866 -3.5180 -5.6263
H 1.6076 -1.9985 -5.4967
H -0.0247 -4.5076 -6.1594
H -0.5859 -3.0737 -5.3281
C 6.1204 -1.8808 -3.8096
C 4.8422 -1.6605 -4.5693
O 3.8370 -1.1152 -3.7368
C 3.5345 0.1358 -3.8834
O 3.8867 0.8640 -4.7318
C 2.4771 0.5673 -2.8538
F 1.3359 0.8716 -3.4978
F 2.2047 -0.4039 -1.9133
F 2.8610 1.6394 -2.1007
H 5.8963 -2.4434 -2.8938
H 6.4705 -0.9503 -3.3485
H 6.9275 -2.3378 -4.3677
H 4.5143 -2.5483 -5.1023
H 5.0002 -0.9073 -5.3461
C 2.6878 -3.8369 6.7654
C 2.1720 -2.5603 6.1592
O 3.1464 -1.9423 5.3308
C 3.1379 -2.0995 4.0455
O 2.2768 -2.6401 3.4759
C 4.2401 -1.2984 3.3131
F 5.0632 -2.1394 2.6596
F 3.6279 -0.5214 2.4247
F 4.9398 -0.5763 4.1873
H 1.9302 -4.3370 7.3731
H 3.5923 -3.7083 7.3570
H 2.8899 -4.6060 6.0103
H 2.0313 -1.8367 6.9641
H 1.1726 -2.6947 5.7449
C 5.6613 4.9254 0.2465
C 5.5434 4.0791 1.5135
O 5.6954 4.9935 2.6150
C 6.8683 5.0977 3.1493
O 7.8619 4.6430 2.7693
C 6.8530 6.0853 4.3418
F 7.1598 7.3361 3.9434
F 5.6333 6.1028 4.9357
F 7.7539 5.6735 5.2358
H 4.6710 5.3608 0.0839
H 5.7453 4.2699 -0.6291
H 6.4646 5.6482 0.2151
H 6.3317 3.3195 1.5299
H 4.6178 3.5176 1.5530
C -0.3036 0.2522 4.6366
C -1.4968 -0.4917 5.2023
O -1.1523 -1.0930 6.4321
C -1.9899 -1.9053 7.0125
O -3.0904 -2.1585 6.6280
C -1.4777 -2.3229 8.3853
F -2.4707 -2.6322 9.1736
F -0.6543 -3.3824 8.3327
F -0.7443 -1.3606 8.9624
H 0.0223 0.9816 5.3864
H -0.5863 0.7416 3.7123
H 0.5143 -0.4498 4.4649
H -1.7614 -1.2457 4.4530
H -2.3817 0.1377 5.3162
C -4.2847 2.5691 -4.3026
C -4.8867 1.2145 -4.5437
O -4.6286 0.4021 -3.3847
C -5.2058 -0.7923 -3.3891
O -5.6001 -1.3420 -4.3429
C -5.1844 -1.4654 -1.9962
F -4.7131 -2.6935 -2.1650
F -4.4734 -0.8418 -1.0847
F -6.4204 -1.5098 -1.5203
H -4.4102 3.2165 -5.1893
H -3.2145 2.7357 -4.1569
H -4.8119 3.1995 -3.5840
H -4.4868 0.7631 -5.4545
H -5.9409 1.3822 -4.7817
```

For the relative energy (zero: lowest compared OMol25 entry of this formula, charge and spin), the calculation gives 0.756 eV. As for the charge: 0. As for the SMILES: CCOC(=O)C(F)(F)F.CCOC(=O)C(F)(F)F.CCOC(=O)C(F)(F)F.CCOC(=O)C(F)(F)F.CCOC(=O)C(F)(F)F.CCOC(=O)C(F)(F)F.CCOC(=O)C(F)(F)F.CCOC(=O)C(F)(F)F.CCOC(=O)C(F)(F)F.CCOC(=O)C(F)(F)F.CCOC(=O)OC. The calculation puts the HOMO energy at -11.1 eV. The calculated total energy is -6437.98076 hartree. For the HOMO-LUMO gap, the calculation gives 11.159 eV.

These are the Löwdin partial charges, in e, on atoms 1 to 6: atom 1 (C): -0.05, atom 2 (C): -0.21, atom 3 (O): 0.07, atom 4 (C): -0.69, atom 5 (O): 0.17, atom 6 (O): 0.00

***

2.
Formula: C5H31NO10
Source: OMol25
Level of theory: ωB97M-V/def2-TZVPD

```
47
C5H31NO10 ωB97M-V/def2-TZVPD
C 2.7319 -2.3128 -0.5869
C 1.5433 -1.4493 -0.5645
C 0.5651 -1.5373 -1.7169
C -0.3940 -2.4350 -1.9089
C 1.2563 0.5639 -2.4713
N 0.2373 -0.4300 -2.5254
H 3.1168 -2.5471 -1.5792
H 3.7899 -1.9415 -0.2424
H 2.4529 -3.2867 -0.0019
H 1.7909 -0.2985 -0.4528
H 0.9512 -1.6540 0.3607
H -1.1444 -2.5718 -2.6564
H -0.2792 -3.2442 -1.1809
H 2.0249 0.3750 -1.6582
H 0.8059 1.5819 -2.2470
H 1.8490 0.6994 -3.3807
H -0.0617 -0.6631 -3.4856
H -2.5310 -1.3300 -1.8241
H -2.3900 -0.0186 -2.2085
O -2.8883 -0.4689 -1.5931
H -1.0439 3.1846 -2.0832
H -0.1585 2.9780 -3.4844
O -0.7907 2.5529 -2.8104
H -3.6132 -0.2299 1.7214
H -4.4441 -0.2380 2.6943
O -4.4206 0.2893 1.8298
H 2.1704 1.5290 3.9365
H 3.4671 1.1038 3.2287
O 3.0713 1.8917 3.6099
H 1.4694 3.2409 2.5631
H 2.8910 3.7808 1.8111
O 2.0333 3.4176 1.7256
H 1.0645 3.3472 -0.9653
H 0.7822 3.5848 0.4428
O 0.3260 3.4145 -0.3781
H -2.6414 -2.4049 1.9112
H -1.7900 -1.1954 2.1286
O -2.7200 -1.5086 2.3246
H -0.3819 0.9152 3.3582
H 0.2887 1.3033 2.0650
O 0.4192 1.3926 3.0090
H -1.7469 0.4963 -0.0467
H -1.0063 1.7267 -0.0770
O -1.0753 0.9742 0.6004
H -1.0688 -4.2914 0.9912
H -2.5734 -4.0204 0.5350
O -1.9346 -4.2662 1.2828
```

For the relative energy (zero: lowest compared OMol25 entry of this formula, charge and spin), the calculation gives 4.990 eV. As for the charge: +1. The calculation puts the HOMO energy (alpha / beta) at -12.3 / -12.3 eV. Its spin multiplicity is 2. The calculated total energy is -1015.79590 hartree. For the HOMO-LUMO gap (alpha / beta), the calculation gives 8.253 / 4.715 eV.

These are the Löwdin partial charges, in e, on atoms 1 to 6: atom 1 (C): -0.10, atom 2 (C): -0.23, atom 3 (C): -0.24, atom 4 (C): 0.17, atom 5 (C): -0.07, atom 6 (N): 0.12

***

3.
Formula: C30H24ClF3N3OPPtS
Source: OMol25
Level of theory: ωB97M-V/def2-TZVPD

```
65
C30H24ClF3N3OPPtS ωB97M-V/def2-TZVPD
Pt 0.2982 0.5005 -0.4976
Cl -0.2783 0.2363 7.3380
C 0.2141 0.1431 5.7223
C 1.4947 -0.3657 5.4088
C 1.8812 -0.4378 4.1088
C 1.0099 -0.0139 3.0294
O 1.3801 -0.1188 1.8510
C -0.3024 0.5206 3.3893
C -1.2339 1.1038 2.4348
N -1.1975 1.1041 1.1593
C -2.1270 1.9617 0.5018
C -3.4653 2.0348 0.7656
C -4.2553 3.0321 0.1540
C -3.6866 3.9685 -0.6632
C -2.3049 3.9035 -0.9654
C -1.6213 4.8535 -1.7643
C -0.2907 4.6980 -2.0129
C 0.3650 3.5456 -1.5383
N -0.2305 2.6573 -0.7765
C -1.5425 2.8508 -0.4341
C -0.6564 0.5906 4.7117
H 2.1448 -0.6854 6.2116
H 2.8547 -0.8151 3.8258
H -2.0394 1.6721 2.9085
H -3.9242 1.3340 1.4528
H -5.3137 3.0696 0.3719
H -4.2821 4.7677 -1.0856
H -2.1650 5.7020 -2.1618
H 0.2625 5.4124 -2.6052
H 1.3967 3.3491 -1.8061
H -1.6147 0.9991 5.0091
F 4.8642 -1.4541 -2.1620
C 4.8445 -2.0740 -0.9704
F 5.6279 -3.1453 -1.0470
F 5.3606 -1.2364 -0.0651
C 3.4275 -2.4600 -0.6053
C 3.1025 -3.7701 -0.2942
C 1.7917 -4.0851 0.0258
C 0.8308 -3.0789 0.0057
N 1.1374 -1.8273 -0.2987
C 2.4081 -1.5066 -0.5816
S 2.5993 0.2050 -0.8756
H 3.8723 -4.5299 -0.3069
H 1.5036 -5.0964 0.2766
H -0.2072 -3.2902 0.2300
C -2.1765 0.0543 -2.8106
P -0.3744 -0.0424 -2.6992
C 0.0554 -1.6747 -3.3408
C 0.3049 1.1405 -3.8648
C -0.4601 2.1068 -4.5022
C 0.1544 3.0293 -5.3428
C 1.5242 2.9881 -5.5424
C 2.2924 2.0060 -4.9204
C 1.6852 1.0821 -4.0900
H -2.5128 -0.1749 -3.8233
H -2.5153 1.0522 -2.5320
H -2.6111 -0.6583 -2.1095
H -0.3094 -1.7455 -4.3664
H -0.4010 -2.4555 -2.7344
H 1.1363 -1.8151 -3.3416
H -1.5335 2.1439 -4.3645
H -0.4463 3.7728 -5.8505
H 1.9973 3.7060 -6.1991
H 3.3588 1.9533 -5.0946
H 2.2917 0.3072 -3.6285
```

As for the charge: +2. The calculation puts the HOMO energy (alpha / beta) at -13.1 / -14.2 eV. Its spin multiplicity is 5. The calculated total energy is -3015.22551 hartree. For the HOMO-LUMO gap (alpha / beta), the calculation gives 7.334 / 5.603 eV.

These are the Löwdin partial charges, in e, on atoms 1 to 6: atom 1 (Pt): 0.88, atom 2 (Cl): 0.83, atom 3 (C): -0.62, atom 4 (C): -0.06, atom 5 (C): 0.06, atom 6 (C): -0.32

***

These records have largest force on an atom values of 4.61 4.87 0.49 eV Å⁻¹, in the order they appear.